{"formula": "C46H97Cl2N5O13P2Pt3", "method": "wB97M-V/def2-TZVPD", "homo_energy_ev": [-7.8, -8.0], "multiplicity": 7, "fmax_ev_per_a": 5.53, "gap_ev": [8.2, 5.1], "elements": ["Pt", "Pt", "Pt", "P", "O", "O", "O", "O", "P", "O", "O", "O", "O", "C", "Cl", "Cl", "H", "H", "C", "C", "C", "C", "C", "C", "N", "O", "C", "C", "C", "H", "H", "H", "H", "H", "H", "H", "H", "H", "H", "H", "H", "H", "H", "H", "H", "H", "H", "H", "C", "C", "C", "C", "C", "C", "N", "O", "C", "C", "C", "H", "H", "H", "H", "H", "H", "H", "H", "H", "H", "H", "H", "H", "H", "H", "H", "H", "H", "H", "C", "C", "C", "C", "C", "C", "N", "O", "C", "C", "C", "H", "H", "H", "H", "H", "H", "H", "H", "H", "H", "H", "H", "H", "H", "H", "H", "H", "H", "H", "C", "C", "C", "C", "C", "C", "N", "O", "C", "C", "C", "H", "H", "H", "H", "H", "H", "H", "H", "H", "H", "H", "H", "H", "H", "H", "H", "H", "H", "H", "C", "C", "C", "C", "C", "C", "N", "O", "C", "C", "C", "H", "H", "H", "H", "H", "H", "H", "H", "H", "H", "H", "H", "H", "H", "H", "H", "H", "H", "H"], "positions_angstrom": [[-0.0688, 1.5154, -3.6309], [-2.4981, -2.3017, -0.5081], [2.6246, 0.8598, -1.4989], [-0.7113, -0.0992, -1.3896], [-1.5392, 0.8886, -2.3505], [-1.0577, -1.6469, -1.6912], [-0.6817, 0.2793, 0.0914], [0.7242, -0.0198, -2.0847], [2.5979, 2.5180, -3.5821], [3.0182, 3.9311, -3.9645], [1.6865, 2.5557, -2.2961], [3.6583, 1.4005, -3.5118], [1.5548, 2.1176, -4.7945], [1.3200, 0.2415, 2.7769], [2.7892, 0.4469, 3.8863], [0.5909, -1.3633, 2.9116], [0.5645, 0.9839, 2.9630], [1.6653, 0.3470, 1.7907], [5.7752, 1.3687, 1.4383], [4.8717, 1.5135, 0.1936], [5.5905, 2.1144, -1.0164], [6.2054, 1.0922, -2.0329], [6.3958, -0.2129, -1.3367], [5.1231, -0.8793, -0.8273], [4.2176, 0.2024, -0.2722], [3.2458, -0.3690, 0.6516], [4.4872, -1.4315, -2.1001], [5.3752, -1.9427, 0.2162], [3.7354, 2.4846, 0.5081], [6.4647, 2.1864, 1.7290], [6.2338, 0.4135, 1.4411], [5.1345, 1.3554, 2.2867], [4.9147, 2.8828, -1.4495], [6.4676, 2.5984, -0.5963], [7.1842, 1.4769, -2.2961], [5.6589, 1.2287, -2.9439], [7.0526, 0.0391, -0.4480], [6.9770, -0.9365, -1.8971], [5.2434, -2.1254, -2.6301], [3.6734, -2.0844, -1.8522], [4.3537, -0.6676, -2.8609], [5.9352, -1.5739, 1.0896], [4.5304, -2.5483, 0.4125], [6.1938, -2.4811, -0.3477], [3.2585, 2.9632, -0.3498], [4.0954, 3.2700, 1.1049], [3.0057, 2.0834, 1.2263], [3.6516, -0.1646, 1.4852], [2.6948, -4.1793, -0.6969], [1.5287, -5.1838, -0.3697], [2.1851, -6.5669, -0.3400], [3.1583, -6.8311, 0.8331], [2.4624, -6.4422, 2.1439], [1.6843, -5.1150, 2.1934], [0.9600, -4.9090, 0.9347], [0.2766, -3.6761, 0.9239], [0.6160, -5.2247, 3.3084], [2.6857, -4.0149, 2.5907], [0.3899, -5.1814, -1.4035], [2.2900, -3.1482, -0.5848], [2.9650, -4.4319, -1.7259], [3.4766, -4.3303, -0.0132], [1.3803, -7.3667, -0.3661], [2.7023, -6.7775, -1.3169], [4.0802, -6.2633, 0.8600], [3.5271, -7.8400, 0.8369], [3.1244, -6.5738, 3.0516], [1.6740, -7.2376, 2.3519], [1.1409, -5.8005, 4.1081], [0.2220, -4.3192, 3.7192], [-0.2056, -5.7858, 3.0289], [3.6523, -4.1351, 2.0646], [2.3383, -2.9918, 2.4014], [2.9962, -4.0636, 3.6212], [0.7908, -5.4294, -2.3620], [-0.1416, -4.2404, -1.5070], [-0.3401, -5.9354, -1.1081], [0.9079, -2.9179, 0.8884], [-1.8986, 1.2556, -5.7586], [-2.3981, 2.6756, -5.2809], [-3.6850, 2.5452, -4.4472], [-4.0023, 3.8498, -3.7020], [-2.8848, 4.2098, -2.7055], [-1.5516, 4.4569, -3.4810], [-1.2434, 3.2693, -4.5325], [-0.3415, 3.7216, -5.5432], [-1.5661, 5.7759, -4.2360], [-0.4257, 4.4382, -2.4753], [-2.7780, 3.4065, -6.5890], [-2.6908, 0.8545, -6.4034], [-1.7788, 0.4761, -4.9496], [-0.9810, 1.3689, -6.2627], [-4.5393, 2.4363, -5.1548], [-3.5776, 1.6685, -3.7443], [-4.9209, 3.8398, -3.1642], [-4.0893, 4.7121, -4.3709], [-2.7310, 3.3919, -2.0176], [-3.0626, 5.0055, -1.9981], [-1.7106, 6.6617, -3.6028], [-0.5342, 5.9247, -4.5641], [-2.3172, 5.7899, -5.0162], [-0.5212, 3.5316, -1.7958], [0.5404, 4.4680, -2.9557], [-0.5274, 5.2731, -1.8008], [-3.0461, 4.4005, -6.3814], [-3.5867, 2.8430, -7.0770], [-1.8960, 3.4333, -7.2844], [0.4854, 3.1423, -5.3825], [-6.2447, -1.1489, 1.1994], [-4.7782, -1.4882, 1.4089], [-4.5200, -1.7550, 2.9092], [-3.0981, -2.3612, 3.1191], [-3.0384, -3.7184, 2.3942], [-4.0605, -3.9440, 1.3256], [-4.2736, -2.7097, 0.5372], [-5.0742, -2.9117, -0.5691], [-3.4356, -5.0575, 0.3535], [-5.3713, -4.4823, 1.8469], [-4.0354, -0.2031, 0.9976], [-6.3726, -0.1765, 1.6813], [-6.8137, -1.9895, 1.6555], [-6.4547, -1.0190, 0.1097], [-4.4841, -0.7916, 3.4187], [-5.2999, -2.3918, 3.3334], [-2.7840, -2.4519, 4.2115], [-2.3390, -1.6045, 2.7404], [-3.0011, -4.5530, 3.0798], [-1.9932, -3.6129, 1.9644], [-4.1591, -5.2579, -0.4458], [-2.5543, -4.6302, -0.1360], [-3.1514, -5.9658, 0.7787], [-5.6267, -5.3312, 1.2379], [-5.3975, -4.7355, 2.8992], [-6.1562, -3.7669, 1.7148], [-4.3007, 0.0044, -0.0730], [-2.8886, -0.2781, 1.0186], [-4.1735, 0.7575, 1.5949], [-5.9371, -3.2588, -0.2494], [-1.1908, 5.2041, 1.4078], [-0.3645, 4.0463, 1.9788], [0.5684, 4.5285, 3.1304], [-0.1852, 4.5640, 4.4712], [-0.7913, 3.1808, 4.7068], [-1.7663, 2.6646, 3.6800], [-1.0259, 2.7117, 2.4181], [-1.9456, 2.3059, 1.3730], [-2.1399, 1.1839, 3.8970], [-3.0055, 3.4915, 3.5760], [0.6168, 3.5413, 0.8914], [-1.8038, 4.7539, 0.5955], [-0.6199, 6.0565, 0.9316], [-1.8458, 5.6298, 2.1774], [1.2847, 3.7144, 3.3509], [0.9866, 5.4931, 2.7909], [-0.9008, 5.4269, 4.5956], [0.5190, 4.8141, 5.2645], [-1.2589, 3.1275, 5.6761], [0.0375, 2.4179, 4.7415], [-2.5792, 1.0762, 4.9023], [-2.9157, 0.9098, 3.1571], [-1.2007, 0.5027, 3.8904], [-3.3209, 3.5829, 2.5236], [-3.8509, 3.0810, 4.0887], [-2.8451, 4.4958, 3.9321], [0.1372, 3.3322, -0.0888], [1.1330, 2.7124, 1.3571], [1.3949, 4.3011, 0.6275], [-1.5565, 1.5574, 0.8666]], "mulliken_charge": [3.161, 0.939, 2.864, -0.021, -1.083, -0.816, -0.381, -1.544, 0.721, -0.843, -0.844, -0.538, -0.905, 0.974, -0.218, -0.180, 0.313, -1.311, -1.231, 1.358, -0.970, -0.750, -1.098, 1.319, -0.293, 0.309, -1.553, -1.829, -2.519, 0.331, 0.354, 0.383, 0.185, 0.597, 0.612, 0.100, 0.309, 0.678, 0.372, 0.024, 0.558, 0.304, -0.056, 0.551, 0.329, 0.842, 0.175, 0.065, -1.516, 1.683, -1.257, -0.781, -1.380, 2.248, -0.346, 2.233, -2.238, -1.572, -1.817, -0.074, 0.577, 0.305, 0.353, 0.351, 0.337, 0.493, 0.309, 0.451, 0.427, 0.263, 0.487, 0.327, -0.034, 0.535, 0.516, -0.215, 0.471, -0.751, -2.263, 1.277, -0.608, -1.321, -0.657, 1.452, 0.510, -0.622, -1.674, -1.117, -1.713, 0.497, 0.292, 0.584, 0.454, 0.024, 0.487, 0.453, -0.110, 0.723, 0.375, 0.422, 0.311, -0.620, 0.082, 0.732, 0.429, 0.474, 0.312, 0.515, -2.005, 2.220, -1.523, 0.357, -0.269, 1.550, 0.504, -0.436, -1.712, -1.522, -2.054, 0.409, 0.469, 0.390, 0.691, 0.450, 0.337, -0.712, 0.917, -0.938, 0.435, 0.085, 0.521, 0.534, 0.308, 0.232, 0.504, -0.376, 0.444, 0.383, -1.533, 2.119, -1.275, -0.818, -1.378, 1.793, 1.207, -0.059, -1.303, -1.848, -0.840, 0.113, 0.339, 0.422, 0.154, 0.583, 0.347, 0.517, 0.450, 0.146, 0.697, -0.246, 0.085, 0.238, 0.479, 0.335, -0.955, -0.536, 0.801, -0.060]}



{"formula": "C7H10O", "method": "wB97M-V/def2-TZVPD", "e_above_lowest_kcal_mol": 37.5, "homo_energy_ev": -8.9, "multiplicity": 1, "smiles": "Cc1ccccc1.O", "fmax_ev_per_a": 4.23, "gap_ev": 9.7, "elements": ["C", "C", "C", "C", "C", "C", "C", "H", "H", "H", "H", "H", "H", "H", "H", "O", "H", "H"], "positions_angstrom": [[0.3878, 2.4781, -0.8327], [0.2230, 1.0021, -0.8711], [1.0806, 0.2161, -1.6085], [0.8609, -1.1367, -1.7526], [-0.2782, -1.7988, -1.1615], [-1.2606, -1.0878, -0.4297], [-0.8413, 0.2890, -0.2392], [-0.3698, 2.9503, -1.5505], [0.1089, 2.9971, 0.2662], [1.4019, 2.9484, -1.0278], [1.8921, 0.6425, -2.0939], [1.5551, -1.5087, -2.6082], [-0.4187, -2.8745, -1.4159], [-1.9998, -1.6102, 0.2525], [-1.6605, 0.9441, 0.3204], [-0.5883, -1.7059, 4.8562], [0.0230, -1.5911, 5.6839], [-0.1162, -1.1540, 4.2125]], "mulliken_charge": [-1.188, 0.578, -0.276, -0.422, -0.134, -0.697, -0.120, 0.243, 0.253, 0.338, 0.414, 0.199, 0.302, 0.333, 0.179, -0.652, 0.334, 0.316]}



{"formula": "C3N2O2", "method": "wB97M-V/def2-TZVPD", "e_above_lowest_kcal_mol": 10.3, "homo_energy_ev": -12.8, "multiplicity": 1, "smiles": "N#CC#N.O=C=O", "fmax_ev_per_a": 6.62, "gap_ev": 12.3, "elements": ["N", "C", "C", "N", "O", "C", "O"], "positions_angstrom": [[1.2549, -1.1317, 0.1062], [0.5401, -0.6741, -0.7119], [-0.2751, -0.0864, -1.6310], [-1.0061, 0.4339, -2.3114], [-1.0856, -0.2023, 1.5781], [-0.2786, 0.5496, 1.6844], [0.5047, 1.3507, 1.8602]], "mulliken_charge": [-0.366, 0.289, 0.359, -0.261, -0.302, 0.628, -0.347]}



{"formula": "C3H5Cl2P", "method": "wB97M-V/def2-TZVPD", "e_above_lowest_kcal_mol": 19.1, "homo_energy_ev": [-7.9, -8.0], "multiplicity": 1, "fmax_ev_per_a": 5.42, "gap_ev": [7.0, 7.7], "elements": ["C", "C", "C", "P", "Cl", "Cl", "H", "H", "H", "H", "H"], "positions_angstrom": [[1.7158, -0.8042, 0.3271], [0.9231, 0.3254, 0.4822], [0.3755, 0.9861, -0.6249], [-2.6059, -0.1563, -0.7660], [-2.3414, -1.9311, 0.0434], [-3.2705, 0.9054, 0.7712], [2.0946, -1.2240, 1.1679], [1.9412, -1.1572, -0.5929], [0.8579, 0.7719, 1.3536], [0.0350, 1.9443, -0.6382], [0.2746, 0.3398, -1.5235]], "mulliken_charge": [-0.940, 0.273, -1.174, 0.303, -0.150, -0.162, 0.317, 0.334, 0.473, 0.414, 0.311]}



{"formula": "C3H3N3S", "method": "wB97M-V/def2-TZVPD", "e_above_lowest_kcal_mol": 54.1, "homo_energy_ev": -9.9, "multiplicity": 1, "smiles": "S=Cn1cnnc1", "fmax_ev_per_a": 4.64, "gap_ev": 8.6, "elements": ["S", "C", "N", "C", "N", "N", "C", "H", "H", "H"], "positions_angstrom": [[-2.4382, -0.2026, -0.1521], [-1.1397, 0.6118, 0.3405], [0.2143, 0.1524, 0.0538], [0.8879, -1.0548, 0.1463], [2.1475, -0.8687, -0.0573], [2.3672, 0.4402, -0.1336], [1.2122, 1.0256, -0.1193], [-1.2238, 1.6269, 0.5727], [0.2050, -1.9836, 0.5630], [1.1654, 2.0350, 0.0534]], "mulliken_charge": [-0.189, -0.107, 0.094, 0.167, -0.377, -0.384, -0.138, 0.301, 0.260, 0.373]}



{"formula": "C12H18CaClO13", "method": "wB97M-V/def2-TZVPD", "e_above_lowest_kcal_mol": 162.8, "charge": 1, "homo_energy_ev": -11.1, "multiplicity": 1, "fmax_ev_per_a": 5.56, "gap_ev": 2.5, "elements": ["Ca", "Cl", "O", "O", "O", "O", "C", "C", "C", "O", "C", "O", "O", "H", "H", "H", "H", "H", "H", "C", "C", "C", "O", "C", "O", "O", "H", "H", "H", "H", "H", "H", "C", "C", "C", "O", "C", "O", "O", "H", "H", "H", "H", "H", "H"], "positions_angstrom": [[-3.4424, 6.0411, 0.8233], [-0.8157, 1.4414, 1.8998], [-0.4767, 2.7410, 2.4306], [-2.0955, 1.6753, 1.3204], [0.0266, 1.0438, 0.7719], [-0.8903, 0.4861, 2.9860], [-9.1200, 7.2296, -6.5817], [-8.5380, 5.8174, -6.5352], [-7.0737, 5.6577, -7.1331], [-6.3860, 5.5890, -5.9574], [-7.1696, 5.2534, -4.8925], [-6.8283, 5.1038, -3.7109], [-8.4296, 5.4855, -5.1209], [-8.7089, 7.9406, -5.8650], [-10.1700, 7.1490, -6.3006], [-9.0011, 7.5696, -7.6105], [-9.2920, 5.1118, -6.8840], [-6.7308, 6.6092, -7.5397], [-6.9386, 4.6582, -7.5463], [1.9763, -6.4637, 1.5869], [2.1367, -7.1923, 2.8625], [1.2022, -6.6836, 4.0550], [0.4961, -7.8890, 4.3894], [0.8838, -8.8592, 3.6487], [0.3201, -9.9319, 3.8573], [1.6579, -8.4626, 2.6702], [2.9374, -6.3442, 1.0868], [1.5433, -5.4671, 1.6724], [1.2357, -6.8163, 0.8690], [3.1426, -7.4350, 3.2052], [0.6461, -5.7511, 3.9586], [1.9373, -6.5066, 4.8401], [6.1778, -0.6395, 3.7979], [7.1655, -0.4941, 2.5757], [6.6410, 0.4554, 1.3858], [7.7143, 1.2543, 1.1336], [8.6160, 1.1093, 2.1230], [9.5453, 1.8544, 2.2046], [8.2655, 0.2197, 3.1007], [6.5721, -1.5947, 4.1445], [5.1322, -0.6531, 3.4902], [6.3256, 0.1836, 4.4970], [7.5638, -1.4529, 2.2437], [5.7152, 0.9724, 1.6380], [6.5306, -0.0155, 0.4091]], "mulliken_charge": [1.784, 1.637, -0.645, -0.651, -0.562, -0.562, -1.316, 0.231, -0.245, -0.338, 0.688, -0.647, -0.312, 0.315, 0.362, 0.376, 0.301, 0.299, 0.285, -1.376, 0.408, -0.474, -0.309, 0.667, -0.607, -0.340, 0.286, 0.369, 0.374, 0.387, 0.354, 0.261, -1.190, 0.310, -0.440, -0.307, 0.631, -0.528, -0.333, 0.320, 0.346, 0.324, 0.318, 0.280, 0.268]}